116
Properties=species:S:1:pos:R:3 method="wB97M-V/def2-TZVPD" homo_energy_ev=-9.59 e_above_lowest_kj_mol=518.32 lumo_energy_ev=-0.05
O -2.26 -4.60 0.81
H -2.49 -5.41 1.35
H -1.39 -4.70 0.56
O -2.28 1.58 2.07
H -1.79 1.16 1.43
H -3.18 1.48 1.67
C 2.13 3.95 -2.97
C 1.30 3.86 -1.75
O 1.18 2.60 -1.27
O 1.93 5.16 -3.53
H 1.93 3.15 -3.70
H 3.22 3.87 -2.70
H 0.25 4.18 -2.06
H 1.67 4.64 -0.99
H 2.02 2.18 -1.46
H 2.32 5.89 -3.07
C 1.03 0.24 -3.54
C -0.20 -0.55 -4.08
O -0.83 0.12 -5.07
O 1.88 -0.49 -2.69
H 0.70 1.24 -3.24
H 1.62 0.44 -4.42
H -0.98 -0.58 -3.23
H 0.00 -1.52 -4.41
H -1.62 0.47 -4.62
H 2.77 -0.08 -2.60
C -0.09 -5.16 -1.82
C 0.87 -4.04 -2.40
O 0.48 -2.81 -1.89
O 0.00 -5.19 -0.40
H 0.28 -6.05 -2.27
H -1.14 -5.17 -2.07
H 0.79 -4.06 -3.53
H 1.94 -4.31 -2.17
H 0.91 -2.12 -2.49
H 0.51 -5.97 -0.26
C -3.44 1.78 -2.86
C -2.07 2.37 -2.89
O -2.14 3.61 -2.25
O -3.38 0.67 -3.69
H -4.15 2.54 -3.29
H -3.60 1.32 -1.87
H -1.88 2.54 -3.94
H -1.36 1.60 -2.49
H -1.76 3.53 -1.39
H -3.73 1.05 -4.56
C 3.69 -2.12 0.04
C 4.18 -3.49 0.55
O 3.17 -4.50 0.37
O 4.69 -1.12 0.00
H 2.86 -1.80 0.74
H 3.22 -2.20 -0.93
H 4.40 -3.47 1.60
H 5.06 -3.81 0.06
H 3.48 -5.31 0.73
H 4.97 -1.15 0.96
C -3.36 -2.09 -1.48
C -4.65 -1.94 -2.24
O -5.57 -1.04 -1.58
O -2.57 -3.03 -2.19
H -3.56 -2.49 -0.50
H -2.83 -1.18 -1.36
H -5.08 -2.89 -2.44
H -4.32 -1.40 -3.05
H -6.29 -1.05 -2.20
H -1.69 -2.93 -1.92
C 2.62 -1.97 3.41
C 1.21 -1.83 4.09
O 0.75 -3.14 4.36
O 3.13 -0.73 3.07
H 2.47 -2.59 2.54
H 3.33 -2.54 4.04
H 0.54 -1.10 3.50
H 1.42 -1.42 5.08
H -0.15 -3.09 4.68
H 3.88 -0.95 2.59
C -0.57 -1.33 0.90
C 0.19 -0.10 0.30
O -0.84 0.83 -0.04
O 0.46 -2.29 0.97
H -1.36 -1.80 0.32
H -0.98 -1.12 1.82
H 0.65 -0.43 -0.62
H 0.96 0.38 0.85
H -0.50 1.59 -0.40
H 0.60 -2.58 0.06
C 3.25 2.30 1.14
C 4.15 2.27 -0.09
O 3.56 1.39 -1.12
O 3.55 3.34 2.07
H 3.42 1.35 1.50
H 2.13 2.33 0.95
H 5.10 1.85 0.29
H 4.35 3.29 -0.49
H 3.97 0.54 -1.00
H 4.48 3.30 2.34
C -0.13 4.53 1.52
C -0.56 5.89 1.11
O 0.22 6.36 0.04
O -1.00 4.33 2.61
H 0.90 4.52 1.81
H -0.40 3.88 0.60
H -0.29 6.70 1.83
H -1.61 5.78 0.92
H -0.26 7.12 -0.39
H -1.42 3.48 2.58
C -3.07 -0.25 5.46
C -4.43 -0.76 6.03
O -4.60 -0.74 7.42
O -3.20 -0.33 4.06
H -2.15 -0.85 5.62
H -2.95 0.87 5.73
H -4.78 -1.76 5.61
H -5.11 -0.05 5.74
H -4.35 0.14 7.70
H -2.37 -0.04 3.77